1.
The following is a quantum chemistry calculation of a structure of composition C38H39AsN4O2Si2Zn, from the Open Molecules 2025 dataset.

```
87
Properties=species:S:1:pos:R:3:forces:R:3:mulliken_charge:R:1
C -4.467 -3.217 0.558 -0.07 -0.01 0.00 -0.92
H 4.193 -1.498 1.401 0.02 0.02 0.00 0.56
H 0.940 -0.682 6.274 -0.01 0.00 0.01 0.39
H 2.339 4.327 -0.356 -0.02 0.00 -0.01 0.28
C 0.366 -4.784 -2.074 0.03 -0.01 0.01 -0.18
H 1.547 -2.865 -4.609 0.00 0.01 0.01 0.42
H -3.754 2.660 -0.555 -0.02 -0.01 -0.02 0.19
C 3.457 -1.299 2.162 -0.09 0.01 -0.07 -0.83
H -1.465 -0.662 5.637 -0.02 0.00 -0.02 0.39
C -3.101 2.978 -1.372 0.04 -0.08 0.08 -0.97
C -0.595 0.161 -3.647 0.06 0.08 -0.11 -0.91
H 0.081 -6.891 -4.721 -0.01 0.00 0.00 0.36
C 0.717 0.467 -3.872 -0.03 -0.02 0.05 -0.80
C 1.683 0.246 -2.866 -0.10 -0.04 0.07 1.60
Si 1.067 3.543 1.653 0.24 0.21 0.19 0.20
C -3.089 -3.079 0.496 0.06 -0.03 -0.02 0.14
C 0.837 -4.883 -4.825 -0.01 -0.02 0.01 -0.36
H -2.857 2.089 -1.961 0.00 0.00 0.01 0.19
H -4.928 -4.198 0.574 0.01 0.00 0.00 0.42
C 1.911 4.822 0.520 -0.07 -0.08 -0.10 -1.24
C 1.623 -0.969 4.251 -0.08 -0.06 -0.11 1.22
H 3.393 1.000 -3.962 -0.01 0.00 0.00 0.39
C -6.703 -2.212 0.671 -0.07 0.00 0.01 0.00
C 1.178 -1.083 2.915 0.08 0.02 0.11 0.57
H 1.208 5.579 0.163 0.00 0.01 0.01 0.27
As -0.619 2.256 0.803 0.02 -0.10 -0.07 0.17
H -0.312 -6.788 -2.257 0.00 0.00 0.01 0.44
C 0.312 -5.988 -4.165 0.01 0.02 0.00 -0.45
H -1.237 5.980 0.473 0.00 0.01 0.00 0.23
C 0.895 -3.686 -2.739 0.02 0.01 0.01 0.49
C -5.277 -2.080 0.602 0.16 0.00 -0.01 0.54
H -3.662 3.667 -2.011 0.04 0.04 -0.01 0.38
C 3.464 -0.172 -0.753 -0.07 -0.01 0.07 -0.54
H 1.434 5.130 3.591 0.02 0.00 -0.01 0.31
C 1.133 -3.732 -4.107 0.00 0.01 -0.02 -0.62
C 0.086 -5.939 -2.797 -0.01 -0.02 -0.02 -0.61
Zn -0.425 -1.656 0.420 -0.22 0.03 -0.01 -1.05
C 2.137 -0.547 -0.539 0.11 0.07 0.11 1.00
C 2.488 2.438 2.249 -0.14 -0.07 -0.04 -0.65
O 0.125 -3.608 -0.023 0.13 0.06 0.02 -0.27
H -1.351 0.336 -4.400 -0.02 -0.01 0.02 0.44
H 0.205 3.906 3.975 -0.01 0.00 -0.02 0.29
H 3.297 3.014 2.710 -0.01 0.04 -0.01 0.49
C 0.584 4.566 3.190 -0.04 -0.03 -0.05 -1.17
H 4.940 0.651 -2.072 0.01 0.00 0.02 0.36
C -0.690 -0.797 4.894 0.06 0.01 0.13 -1.04
H -5.310 0.068 0.615 0.01 0.01 0.00 0.46
H -2.777 5.247 0.914 0.00 -0.02 -0.01 0.29
C 3.881 -1.239 3.501 -0.05 0.01 0.13 -0.90
N -7.849 -2.322 0.730 0.00 0.00 0.00 -0.66
N -0.077 -0.597 -1.456 0.11 -0.16 -0.14 0.87
N 1.556 -1.024 0.585 -0.11 -0.13 -0.12 0.68
N -0.136 -1.127 2.607 0.08 -0.02 0.06 0.80
H 2.720 5.335 1.051 0.00 -0.02 0.05 0.38
C 1.228 -0.305 -1.648 0.07 0.11 -0.11 -0.91
H -0.106 3.407 -2.700 -0.01 0.00 0.01 0.11
H -2.865 0.288 0.526 -0.01 0.01 0.00 0.15
H -1.982 -0.631 -2.168 0.00 -0.03 -0.01 0.46
H -2.071 -1.049 3.229 0.00 0.01 0.00 0.32
H 3.353 -0.941 5.558 0.00 -0.01 0.00 0.35
C -2.093 5.422 0.080 0.05 -0.04 0.03 -1.15
H 4.939 -1.341 3.714 0.01 0.00 -0.03 0.37
C 3.048 0.576 -3.027 0.11 0.03 0.01 -1.17
H 1.014 -4.920 -5.894 0.00 0.00 0.00 0.36
C 0.098 -4.750 -0.567 -0.12 -0.08 0.03 0.06
C -1.035 -0.993 3.547 -0.03 -0.05 -0.12 -0.12
C -2.453 -1.828 0.477 -0.07 0.12 0.01 -1.31
C -0.519 4.284 -2.194 0.10 -0.11 0.08 -0.96
C 2.119 -1.139 1.811 0.15 0.05 0.01 -0.23
O -0.125 -5.833 -0.016 -0.03 0.01 0.01 -0.82
Si -1.520 3.758 -0.660 -0.24 0.25 -0.09 0.18
H 1.125 -2.798 -2.169 -0.01 0.01 0.01 0.34
C -3.302 -0.707 0.524 0.03 -0.03 0.00 1.40
H -0.215 5.271 2.941 0.00 0.00 0.01 0.25
H -1.137 4.837 -2.910 -0.05 0.01 0.03 0.35
H 2.127 1.712 2.984 0.02 0.00 0.00 0.00
H -2.599 6.054 -0.659 0.02 -0.02 -0.03 0.34
H 1.035 0.895 -4.817 0.00 0.00 0.00 0.37
C 3.895 0.377 -1.972 -0.07 0.02 -0.11 -1.00
C -4.683 -0.816 0.583 -0.09 0.00 0.00 -0.78
H 4.185 -0.261 0.039 0.03 0.02 0.00 0.31
H -2.482 -3.979 0.461 0.00 0.00 0.01 0.45
C 3.009 -1.036 4.535 0.09 0.01 -0.01 -1.04
H 0.319 4.921 -1.904 0.02 -0.01 -0.03 0.32
H 2.896 1.869 1.409 0.02 0.00 0.01 0.07
C 0.632 -0.803 5.241 -0.02 0.01 -0.04 -0.71
C -0.953 -0.380 -2.402 -0.05 -0.03 0.13 -0.45
```
Forces are in eV/Å.

Calculated values
Net charge ... -2
Multiplicity ... 1
Energy above the lowest of the compared OMol25 structures with the same formula, charge and spin ... 0.0 kJ/mol

2.
The following is a quantum chemistry calculation of a cluster of 4 separate species, C33H51N4O4 in total at a distorted geometry, from the Open Molecules 2025 dataset.

```
92
Properties=species:S:1:pos:R:3:forces:R:3:mulliken_charge:R:1
H 1.110 1.812 -0.459 -0.46 -0.63 -2.30 0.28
H -1.515 -2.112 2.465 -1.22 1.83 -0.05 0.38
H 0.438 -1.874 3.670 0.44 2.22 -0.96 0.43
N -3.794 1.975 -3.809 0.07 0.02 -0.14 0.25
C -0.853 -0.036 3.134 0.52 -0.54 -0.17 -0.46
H -3.713 0.066 1.529 2.20 -1.13 -0.95 0.48
H 3.306 1.877 1.909 -0.33 -2.54 0.06 0.38
C 6.083 0.500 2.150 0.22 0.65 0.20 -0.41
H 1.324 -1.482 -0.526 -2.74 -0.10 -0.12 0.45
H -2.762 5.514 2.177 -0.09 -0.11 0.14 0.39
H -0.716 0.887 2.392 -0.55 -1.79 1.81 0.15
H 1.944 -5.361 1.326 0.67 1.48 -1.58 0.33
N -0.862 1.294 -5.559 -0.03 0.06 0.07 0.03
H 3.693 -2.635 1.051 -1.37 -1.38 1.28 -0.07
C -3.070 -1.556 0.053 -0.85 1.95 -1.09 -0.75
C 1.280 1.675 -6.018 0.08 -0.19 0.35 -0.68
H -2.897 1.856 -3.357 -0.36 0.13 0.06 0.26
H -4.867 0.366 -2.899 -0.04 0.13 -0.12 0.28
C -4.097 2.946 -4.727 -0.07 -0.01 -0.11 -0.50
H 1.892 -0.552 5.080 -0.35 1.30 -2.22 0.27
H 1.426 1.094 4.287 0.68 -1.97 -0.73 0.37
C 0.422 1.025 -5.160 0.07 0.03 0.00 -0.44
C -4.084 3.531 4.482 0.03 -0.42 -0.06 -0.69
C 3.340 0.691 1.862 1.19 -0.13 -0.73 0.48
C -3.836 4.849 4.029 0.18 0.21 -0.30 -0.41
N -2.956 3.423 2.570 0.04 -0.03 -0.10 0.15
N -2.178 -2.776 0.000 1.93 -4.98 -0.04 0.45
H -1.699 0.943 -5.113 0.20 0.13 -0.25 0.25
H -1.152 0.315 4.221 0.82 -0.48 -2.33 0.33
H 3.745 -1.074 3.247 -1.19 1.83 0.32 0.08
H 8.963 -0.188 0.360 -2.73 0.07 0.60 0.23
H 7.186 -0.128 -0.451 1.42 -0.64 2.05 0.18
C -3.532 2.670 3.560 -0.04 -0.05 0.15 -0.19
C 0.865 1.639 -1.602 -0.43 -0.53 -0.47 -0.89
H 2.360 1.656 -5.968 -0.18 0.00 -0.01 0.41
H -4.068 -4.156 0.354 3.01 0.52 -0.38 0.33
H 0.176 -6.555 -0.040 -1.69 2.05 0.11 0.42
H -2.703 -6.593 0.400 1.16 2.42 -0.39 0.33
C -5.407 2.774 -5.113 0.28 0.24 -0.09 -0.52
H -2.901 -1.166 3.373 1.78 0.07 -1.53 0.45
H -2.470 3.054 1.762 -0.24 0.20 0.29 0.16
H 3.971 0.629 4.054 -1.49 -1.50 -1.49 0.37
H -5.940 3.383 -5.831 0.10 -0.10 0.14 0.41
C 1.765 0.003 4.031 0.44 -0.85 0.76 -0.98
C 3.264 -0.011 3.341 0.14 1.15 -0.07 -0.35
H 3.859 -3.876 2.466 -1.74 0.65 -1.85 0.43
C 4.800 0.340 1.132 0.28 -0.36 -0.06 -0.31
H 2.523 0.261 1.106 1.49 1.09 1.74 -0.55
C -2.690 -0.458 1.207 -0.71 0.14 0.23 0.07
C -2.884 -4.132 0.204 2.91 -1.35 -0.18 0.06
C 3.089 -3.422 1.679 0.10 -0.05 -0.19 -0.24
H 1.069 -1.015 2.114 -1.17 0.50 1.88 -0.72
C -5.915 1.663 -4.398 0.02 -0.30 0.26 -0.62
H -3.499 1.590 3.524 -0.01 0.16 0.06 0.31
C -0.496 -5.590 -0.008 -1.92 3.82 -0.05 -0.19
O 1.733 -4.059 -0.479 -4.14 -0.33 1.82 -0.33
C -0.833 2.116 -6.655 0.03 0.01 -0.05 -0.51
H 7.532 -1.262 1.122 0.61 1.78 -1.38 0.23
O -1.675 1.340 -1.851 7.31 -5.30 0.43 -0.72
C -2.124 -5.585 0.234 2.96 4.13 -0.91 -0.65
H -4.202 -1.887 0.131 2.61 0.31 0.01 0.55
C 0.486 2.366 -6.965 -0.35 0.10 -0.10 -0.47
O 7.356 0.847 1.451 -1.24 -1.57 0.06 -0.42
O -0.352 -0.785 -1.798 -0.36 2.84 1.22 -0.41
H 2.230 -2.929 2.308 1.65 -0.82 -1.40 -0.04
C -2.042 -1.074 2.579 0.63 1.01 0.15 -0.77
H -2.983 -0.984 -0.991 -0.06 -1.39 2.18 -0.03
H -2.045 0.403 0.704 -1.20 -1.99 1.18 -0.23
H 1.749 1.125 -2.191 -1.72 1.07 1.45 0.34
H 3.452 -5.138 0.199 -2.25 1.28 0.78 0.30
C 0.619 -0.805 3.181 -0.11 -0.36 0.44 0.47
H -1.750 2.450 -7.121 0.17 -0.07 0.06 0.46
H -6.914 1.253 -4.459 0.17 0.07 0.02 0.39
C 0.142 -1.316 -0.505 0.18 -0.07 0.56 0.41
C -4.899 1.191 -3.598 -0.06 -0.03 -0.06 -0.28
C 2.506 -4.579 0.661 2.43 -0.92 1.77 -0.53
H 6.309 -0.474 2.787 -0.77 1.89 -1.25 0.27
H 0.614 0.394 -4.303 0.01 -0.01 -0.21 0.56
C -0.489 0.682 -1.766 -4.10 4.02 0.08 0.65
C 0.279 -4.129 -0.241 -3.23 -0.30 0.46 -0.04
C 7.790 -0.248 0.569 -0.31 -0.10 -0.24 -0.50
H -4.609 3.241 5.383 0.09 0.04 -0.16 0.40
C -0.657 -2.743 -0.241 0.32 -2.29 0.51 -0.09
H 0.837 2.981 -7.783 -0.08 -0.12 0.15 0.40
H -3.355 3.674 -5.028 -0.14 -0.10 0.04 0.47
H 0.636 2.696 -2.079 0.26 -2.44 0.95 0.32
H -4.134 5.770 4.514 0.06 -0.17 -0.11 0.39
H -0.049 -0.503 0.315 0.07 -1.91 -1.23 -0.23
H 4.781 -0.771 0.747 -0.01 2.10 0.69 -0.03
C -3.141 4.753 2.845 0.00 0.12 0.07 -0.52
H 4.995 1.026 0.177 -0.51 -1.35 2.17 0.30
H 5.867 1.412 2.884 0.62 -1.99 -1.61 0.24
```
Forces are in eV/Å.

Calculated values
Net charge ... +1
Multiplicity ... 1

3.
The following is a quantum chemistry calculation of an isolated molecule of C4H11N3 at a distorted geometry, from the Open Molecules 2025 dataset.

```
18
Properties=species:S:1:pos:R:3:forces:R:3:nbo_charge:R:1
N 2.032 -0.657 -0.883 -0.17 -0.66 -0.13 -0.85
H -1.283 1.498 -1.217 0.03 0.06 0.05 0.22
H 0.287 2.027 -0.578 0.00 0.16 -0.11 0.22
H -3.012 -0.824 -0.564 -0.05 -0.19 0.11 0.20
N -1.119 -0.750 0.327 -0.89 1.16 0.23 -0.46
N 1.725 -0.053 1.437 0.30 -0.13 0.10 -0.85
H 2.644 -1.463 -0.841 0.07 0.14 0.05 0.37
C -0.258 1.189 -1.018 -0.31 0.39 0.51 -0.70
C -0.188 0.014 -0.100 -0.48 -1.27 -0.69 0.31
H 0.219 0.944 -1.966 0.08 -0.16 0.08 0.25
H 1.261 -0.361 2.281 -0.09 0.09 -0.04 0.37
H -2.986 -0.733 1.218 -0.01 -0.20 -0.17 0.20
H -2.721 0.694 0.259 0.19 0.15 -0.09 0.17
H 0.468 -1.636 0.571 3.22 1.41 -0.87 0.26
C 1.126 -0.648 0.241 -1.63 -1.11 1.06 0.02
C -2.514 -0.379 0.300 -0.30 0.35 -0.19 -0.44
H 1.707 0.962 1.409 -0.01 -0.10 0.03 0.35
H 2.610 0.176 -0.874 0.03 -0.10 0.08 0.36
```
Forces are in eV/Å.

Calculated values
SMILES ... C/N=C(\C)C(N)N
Multiplicity ... 1
Energy above the lowest of the compared OMol25 structures with the same formula, charge and spin ... 224.1 kJ/mol

| no. | E_tot (Ha) | lowest unoccupied orbital energy (eV) |
| --- | --- | --- |
| 1 | -6435.26728 | 4.41 |
| 2 | -1807.15748 | -5.18 |
| 3 | -323.22119 | 0.93 |